Entry from the OMol25 dataset: a 6-piece molecular cluster, C14H40O10 overall at a distorted geometry (ωB97M-V with the def2-TZVPD basis set).

Geometry as XYZ:
```
64
Properties=species:S:1:pos:R:3:forces:R:3
C 1.86198 -1.80400 -3.80621 0.13 -0.99 0.81
C 1.96205 -0.94316 -2.55458 1.43 0.30 -0.80
C 3.43276 -0.72133 -2.17527 0.04 -0.60 -0.20
O 1.37726 0.33837 -2.79400 -0.40 -0.17 0.37
H 2.36314 -2.75845 -3.59515 -0.16 -0.01 0.04
H 2.41027 -1.42235 -4.66758 -0.37 0.44 -0.08
H 0.81074 -2.03507 -3.97800 0.05 0.18 -0.53
H 1.45813 -1.46875 -1.74518 -0.34 0.38 0.08
H 3.53055 -0.03573 -1.33700 0.03 0.10 -0.06
H 3.97346 -0.36491 -3.05837 -0.06 0.38 0.12
H 3.94997 -1.65273 -1.92587 -0.25 -0.04 0.20
H 1.87061 0.73003 -3.52204 0.00 0.01 -0.01
C -2.08623 0.52802 -3.66781 -0.44 0.24 -0.06
C -3.17038 1.50996 -3.25209 -0.36 -0.38 0.56
C -2.73457 2.94886 -3.37713 -1.03 0.53 -0.27
O -4.39454 1.31907 -3.98115 0.31 0.25 -0.38
H -1.77688 0.73453 -4.69477 0.08 0.04 0.03
H -2.47595 -0.49280 -3.63991 0.17 -0.06 0.15
H -1.23977 0.62021 -2.98993 0.12 -0.22 -0.10
H -3.45418 1.33667 -2.20345 0.40 -0.05 0.08
H -2.36224 3.17501 -4.37802 0.43 -0.11 0.15
H -2.06359 3.23969 -2.57208 0.39 -0.13 -0.24
H -3.61035 3.59960 -3.26971 -0.02 -0.15 0.11
H -4.58579 0.37713 -3.96489 -0.03 0.00 -0.03
O -0.60088 -0.09864 -0.64943 -0.07 0.16 0.07
C -0.26841 1.21987 -0.24069 0.06 -0.02 0.15
C -0.71021 1.49962 1.19399 0.56 0.24 -0.53
O 0.33905 1.21733 2.11448 0.22 -0.41 0.10
H 0.14036 -0.65877 -0.39349 -0.15 -0.21 0.02
H 0.80489 1.36655 -0.38212 0.01 0.23 0.20
H -0.76868 1.96449 -0.86394 -0.17 -0.40 -0.37
H -1.55087 0.83050 1.38207 -0.17 0.27 0.24
H -0.97998 2.55633 1.24269 -0.25 -0.07 0.29
H 0.55453 1.95164 2.69115 -0.25 0.08 0.00
O -0.80626 -3.28129 -0.74233 -0.22 -0.49 0.25
C -0.50314 -4.29699 -1.71046 0.13 1.78 -0.12
C -1.70350 -4.61153 -2.57587 0.20 -0.60 0.79
O -2.04616 -3.42644 -3.25854 0.18 0.33 -0.27
H -1.33458 -2.60385 -1.18432 0.08 0.01 -0.05
H 0.26710 -3.82411 -2.33517 0.11 -0.65 -0.28
H -0.08787 -5.15313 -1.18791 -0.17 -0.12 0.00
H -2.52120 -4.92105 -1.91510 -0.02 -0.11 -0.10
H -1.42707 -5.44716 -3.22891 -0.20 0.13 -0.25
H -2.91166 -3.49741 -3.66658 -0.03 -0.15 0.03
O 0.68945 4.35640 7.52562 -0.32 0.09 -0.27
C 0.25103 4.62839 6.19412 0.22 -0.09 -0.17
C 0.74115 3.55436 5.23732 0.50 0.23 -0.08
O 0.19859 2.29473 5.59247 -0.01 0.26 -0.26
H 1.61053 4.63270 7.55738 0.02 -0.13 0.20
H -0.84072 4.58764 6.15265 0.01 0.17 0.39
H 0.57279 5.63439 5.91518 -0.06 -0.05 -0.31
H 1.83956 3.50587 5.24306 -0.05 -0.09 0.24
H 0.49399 3.81808 4.19930 -0.36 -0.04 0.12
H -0.30220 2.44241 6.40182 0.08 -0.30 0.09
O 0.95349 -3.21251 3.96159 0.07 -0.55 0.76
C 1.18866 -1.81795 4.02865 0.05 -0.10 -0.74
C 2.30098 -1.42343 3.06846 0.23 1.11 -0.38
O 1.80195 -1.15873 1.76255 0.08 -0.69 -0.63
H 0.57285 -3.48942 3.12539 -0.01 0.44 -0.23
H 0.27321 -1.29196 3.74525 0.09 0.29 0.12
H 1.44180 -1.56098 5.05552 0.01 -0.21 0.08
H 3.04767 -2.21424 2.99363 -0.23 -0.23 -0.06
H 2.87637 -0.52961 3.35487 -0.30 -0.08 0.56
H 1.35696 -0.29998 1.74585 0.02 0.03 0.48
```
Forces are in eV/Å.

Molecular weight = 368.46 g/mol
LUMO = 0.46 eV
E_tot = -35639.0436 eV
ΔE to the lowest compared entry with this formula, charge and spin = 0.8911 eV
SMILES = CC(C)O.CC(C)O.OCCO.OCCO.OCCO.OCCO
Gap between HOMO and LUMO = 9.8490 eV
HOMO energy = -9.38 eV

Entry from the OMol25 dataset: a 7-piece molecular cluster, C14H41INO11 overall at a distorted geometry (ωB97M-V with the def2-TZVPD basis set).

Geometry as XYZ:
```
68
Properties=species:S:1:pos:R:3:forces:R:3
I -0.16646 1.28523 0.51516 -0.07 0.16 -0.29
C 2.48497 -3.77128 0.53363 0.67 -0.14 -0.01
C 1.33275 -2.85826 0.11838 1.11 -1.56 -0.63
C 0.38077 -3.59173 -0.83777 -0.03 0.57 0.27
O 1.00950 -3.93931 -2.07652 0.31 0.09 0.73
C 0.17843 -4.61932 -3.00527 -0.29 0.79 0.95
N 0.70566 -2.45047 1.36567 -0.47 -0.02 -1.00
H 2.19221 -4.64720 1.11256 -0.67 0.09 0.12
H 3.11567 -3.19348 1.20925 0.37 0.00 -0.07
H 3.10272 -4.20230 -0.25422 -0.05 0.47 -0.34
H 1.71216 -1.98978 -0.42003 0.34 0.10 -0.21
H -0.44825 -2.90368 -1.00336 -0.43 -0.06 -0.28
H 0.01840 -4.45577 -0.28080 -0.20 -0.41 -0.24
H 0.83183 -5.04361 -3.76760 -0.26 -0.12 0.09
H -0.54753 -3.92548 -3.42915 0.09 0.24 -0.44
H -0.44324 -5.33640 -2.46916 0.23 -0.65 -0.13
H 1.47994 -2.16348 1.94724 -0.19 0.24 0.46
H 0.25186 -1.59363 1.08284 -0.58 0.44 0.73
C 1.12689 0.67790 -3.66180 -1.71 0.50 0.86
C 0.44973 -0.66500 -3.33994 1.39 0.04 0.12
O -0.64815 -0.95317 -4.13644 -0.56 -0.38 -0.92
O 0.32907 1.79370 -3.11671 0.90 -0.85 -1.05
H 1.14592 0.82633 -4.74148 0.05 0.00 0.04
H 2.13974 0.69133 -3.25923 0.09 0.04 0.05
H 0.29836 -0.76055 -2.26474 -0.51 0.31 0.21
H 1.17213 -1.46055 -3.52254 0.32 -0.09 -0.24
H -1.49995 -0.82791 -3.71176 0.08 0.51 0.57
H 0.51118 1.84266 -2.17542 -0.04 -0.06 0.40
C 4.39089 4.34531 -0.07147 -1.95 -0.83 0.20
C 3.23228 3.48857 0.59095 0.72 -0.66 -0.30
O 2.05435 4.18339 0.78259 -0.49 2.07 -0.08
O 5.54794 3.56640 0.04653 0.68 -0.43 0.49
H 4.43672 5.33212 0.38918 0.20 0.03 0.28
H 4.15040 4.47473 -1.12671 -0.20 0.18 -0.13
H 3.52374 3.07345 1.55574 0.80 0.06 0.08
H 2.98968 2.62913 -0.03405 0.52 -0.21 -0.35
H 1.31243 3.58991 0.92020 -0.09 -0.47 -0.13
H 6.31225 3.96746 -0.37369 -0.22 0.21 -0.08
C -4.47321 1.15886 -3.08122 0.85 -1.95 0.78
C -3.58045 0.98812 -1.86940 1.94 0.29 -0.35
O -2.49182 0.04325 -2.20104 -1.58 0.38 -0.14
O -5.16863 -0.11380 -3.21516 -0.64 1.22 -0.38
H -3.83920 1.26600 -3.96136 0.07 0.41 -0.02
H -5.08914 2.04932 -2.95543 -0.62 -0.54 -0.11
H -4.06273 0.64270 -0.95497 -0.39 -0.05 -0.25
H -3.09148 1.94110 -1.66731 0.00 0.20 0.19
H -1.73361 0.30596 -1.67409 0.32 0.12 0.31
H -4.46010 -0.74803 -3.34686 0.07 -0.16 0.06
C -5.44073 0.77527 3.05192 -0.13 -0.04 -0.91
C -4.31711 1.26509 2.13185 -0.82 -0.70 -1.02
O -3.30939 0.26599 2.00204 -0.74 0.53 0.72
O -6.15656 -0.39248 2.51449 1.21 0.65 0.89
H -6.26677 1.47800 3.16120 0.55 0.78 0.14
H -4.97607 0.58195 4.01878 -0.19 -0.34 0.14
H -3.95151 2.26141 2.38043 0.27 -0.09 0.81
H -4.73376 1.44731 1.14125 -0.43 -0.15 -0.30
H -2.54345 0.70776 1.62818 0.59 -0.06 -0.21
H -6.35138 -0.83672 3.34292 -0.30 -0.63 -0.30
C 2.19295 0.66297 3.44668 -0.09 0.27 0.22
C 3.05235 0.10872 4.55238 -1.75 -0.05 1.28
O 4.20417 0.84835 4.64201 2.19 0.71 -0.15
O 0.95326 -0.00206 3.45655 0.59 -0.45 0.03
H 2.74328 0.63969 2.50610 0.00 -0.64 -0.41
H 1.97937 1.72763 3.54148 0.40 0.32 0.66
H 3.18189 -0.97333 4.53017 0.34 -0.24 -0.81
H 2.57409 0.23130 5.52416 -0.93 0.06 -0.01
H 4.47070 0.85734 5.56423 0.19 0.09 -0.19
H 0.51773 0.39724 2.69993 -0.84 -0.15 -0.42
```
Forces are in eV/Å.

Molecular weight = 526.38 g/mol
LUMO = 2.63 eV
E_tot = -47295.7947 eV
ΔE to the lowest compared entry with this formula, charge and spin = 0.0000 eV
Gap between HOMO and LUMO = 8.5131 eV
Total charge = -1
HOMO energy = -5.88 eV